{
  "formula": "C36H42N4O2P2S6SbY",
  "method": "wB97M-V/def2-TZVPD",
  "elements": ["Sb", "Y", "S", "S", "S", "S", "S", "S", "P", "P", "O", "O", "N", "N", "N", "N", "C", "C", "C", "C", "C", "C", "C", "C", "C", "C", "C", "C", "C", "C", "C", "C", "C", "C", "C", "C", "C", "C", "C", "C", "C", "C", "C", "C", "C", "C", "C", "C", "C", "C", "C", "C", "H", "H", "H", "H", "H", "H", "H", "H", "H", "H", "H", "H", "H", "H", "H", "H", "H", "H", "H", "H", "H", "H", "H", "H", "H", "H", "H", "H", "H", "H", "H", "H", "H", "H", "H", "H", "H", "H", "H", "H", "H", "H"],
  "coordinates": [[-4.245, 1.443, -3.348], [-1.711, 0.762, -1.234], [-3.753, -0.592, -2.285], [-1.958, 2.006, -3.730], [-0.269, 3.220, -0.639], [2.331, -4.905, 4.552], [-3.610, 1.843, 0.293], [-4.436, 2.917, -1.319], [0.864, -0.526, 0.147], [-1.378, -0.486, 1.700], [1.063, -1.224, -4.469], [-0.001, -0.377, -2.731], [-1.765, 4.702, -2.208], [0.497, 4.643, -2.774], [2.349, 0.963, -5.065], [0.276, -1.010, 1.652], [-2.638, -1.344, 6.044], [0.731, -5.125, 5.345], [-1.909, -0.881, 3.398], [0.703, -0.210, -3.706], [3.730, 2.323, -0.347], [1.495, -2.740, -1.393], [4.022, -3.092, -0.294], [-2.411, -0.049, 5.608], [2.955, 1.188, -0.496], [-1.555, -2.970, 0.295], [-3.654, -3.955, -0.333], [3.546, -3.983, -1.247], [3.236, -2.026, 0.109], [-3.615, -1.830, 0.784], [-4.327, -2.870, 0.215], [2.010, 0.845, 0.468], [2.220, -3.151, 4.142], [-3.545, 5.748, -3.470], [1.861, 1.656, 1.587], [2.648, 2.787, 1.744], [-2.513, -2.408, 5.159], [1.244, 1.137, -4.128], [-2.155, -2.180, 3.842], [-2.048, 0.180, 4.287], [1.365, 5.877, -4.639], [1.261, -2.831, 3.008], [-2.270, -4.003, -0.296], [1.107, -1.327, 2.811], [-1.079, 5.910, -4.063], [1.961, -1.848, -0.429], [2.287, -3.805, -1.800], [0.214, 5.451, -3.782], [-0.500, 4.248, -1.979], [3.581, 3.125, 0.777], [-2.221, -1.874, 0.831], [-2.098, 5.478, -3.250], [-2.524, 0.785, 6.288], [1.465, 1.728, -3.234], [1.107, 1.426, 2.332], [0.670, -0.875, 3.708], [-2.085, -3.011, 3.151], [-0.098, -4.957, 4.659], [-2.520, 4.239, -1.677], [0.398, 1.628, -4.620], [-2.709, -3.419, 5.494], [3.240, 0.915, -4.586], [0.626, -4.465, 6.206], [1.614, -3.287, 2.080], [1.728, 6.850, -4.301], [-0.477, -3.042, 0.371], [1.071, 5.978, -5.682], [-2.927, -1.526, 7.070], [4.453, 2.588, -1.107], [-4.148, -0.965, 1.166], [-4.063, 5.928, -2.530], [4.187, 4.012, 0.894], [-5.405, -2.818, 0.167], [3.619, -1.321, 0.838], [2.179, 5.163, -4.544], [1.945, -2.602, 5.047], [3.235, -2.841, 3.885], [0.280, -3.260, 3.217], [2.090, -0.858, 2.681], [0.681, -6.155, 5.692], [-1.888, 1.194, 3.940], [-3.990, 4.863, -3.932], [0.520, -2.593, -1.833], [-3.677, 6.600, -4.134], [-1.741, -4.848, -0.720], [-1.284, 6.545, -4.911], [5.006, -3.228, 0.132], [1.919, -4.487, -2.554], [2.398, 1.718, -5.734], [3.089, 0.562, -1.373], [-4.212, -4.757, -0.799], [4.162, -4.815, -1.561], [2.516, 3.411, 2.618], [1.658, -0.830, -5.147]],
  "relative_energy_ev": 0.597,
  "lumo_energy_ev": 0.22,
  "orbital_gap_ha": 0.250,
  "largest_force_ev_per_a": 0.831,
  "homo_ev": -6.6
}